# 1
{
  "formula": "C5H8N2S",
  "method": "wB97M-V/def2-TZVPD",
  "smiles": "S=CNC1=CCNC1",
  "total_charge": 0,
  "orbital_gap_ha": 0.3317,
  "lumo_ev": 0.61,
  "elements": ["N", "H", "H", "H", "H", "C", "S", "C", "C", "C", "H", "H", "C", "H", "H", "N"],
  "positions_angstrom": [[0.908926, 0.033991, 1.420225], [0.316483, 0.328325, -2.542006], [-2.027734, -0.969599, -1.336708], [1.829334, -0.482056, -1.145957], [1.843133, -0.298051, 1.323590], [0.635472, 0.651195, 2.549425], [-0.733821, 1.479594, 2.951431], [0.803835, -0.803241, -0.910777], [-1.027907, 0.400423, -0.117651], [-1.340804, -0.089647, -1.458421], [1.465049, 0.552293, 3.285200], [-1.868692, 0.657958, -2.097588], [0.180710, -0.034841, 0.234161], [0.767055, -1.892834, -0.662931], [-1.668248, 0.932595, 0.543420], [-0.082791, -0.466104, -2.035411]],
  "forces_ev_per_angstrom": [[0.0, -0.2, -1.2], [-0.2, -0.4, 0.3], [0.4, 0.5, -0.4], [-0.2, -0.3, 0.2], [0.5, -0.3, 0.1], [-0.4, 0.9, 1.9], [0.5, -0.3, -0.1], [-0.3, 0.0, -0.1], [0.7, 0.3, 1.6], [-1.9, 0.1, -1.0], [-0.6, 0.1, -0.5], [0.3, -0.6, 0.4], [0.1, 0.1, -0.2], [0.2, 0.6, -0.4], [-0.5, 0.2, 0.2], [1.2, -0.5, -0.8]],
  "lowdin_charge": [-0.006, 0.114, 0.129, 0.121, 0.135, -0.702, 0.620, -0.154, -0.051, -0.248, 0.075, 0.129, -0.268, 0.130, 0.043, -0.065]
}



# 2
{
  "formula": "C2H3Cl2N2P",
  "method": "wB97M-V/def2-TZVPD",
  "spin_multiplicity": 3,
  "total_charge": 0,
  "orbital_gap_ha": [0.3454, 0.2644],
  "lumo_ev": [0.74, -2.36],
  "elements": ["P", "N", "C", "H", "H", "C", "Cl", "H", "Cl", "N"],
  "positions_angstrom": [[1.143437, -0.084370, 0.461473], [2.301331, 0.786597, -0.032873], [-1.101194, 0.265614, -0.284111], [-1.492354, 1.131326, -0.718335], [-1.819631, -0.470464, -0.106841], [0.023131, -0.662816, -0.823963], [1.251409, -1.692953, 1.668258], [-0.099191, 1.661484, 1.022694], [0.151313, -1.580492, -2.177523], [-0.358251, 0.646074, 0.991220]],
  "forces_ev_per_angstrom": [[-3.3, -1.4, -0.4], [1.8, 1.0, -0.1], [2.8, -1.6, 1.1], [-0.3, 1.1, -1.5], [-2.0, -0.5, 0.9], [0.2, 2.4, 0.5], [0.6, -0.3, 0.6], [-0.9, -0.9, -0.1], [-0.1, -0.5, -0.7], [1.3, 0.8, -0.3]],
  "lowdin_charge": [0.167, -0.178, -0.239, 0.093, 0.080, -0.858, 0.314, 0.087, 0.715, -0.180]
}



# 3
{
  "formula": "C41H33ClMnN4O4P2",
  "method": "wB97M-V/def2-TZVPD",
  "spin_multiplicity": 6,
  "total_charge": 0,
  "orbital_gap_ha": [0.2419, 0.2438],
  "lumo_ev": [-0.80, -0.82],
  "elements": ["H", "C", "C", "C", "C", "H", "C", "Cl", "H", "N", "H", "H", "C", "C", "C", "H", "C", "H", "H", "C", "C", "H", "H", "C", "C", "C", "C", "H", "H", "P", "H", "C", "H", "H", "C", "C", "C", "C", "H", "C", "H", "H", "H", "C", "C", "H", "H", "O", "H", "H", "C", "N", "O", "C", "H", "C", "P", "N", "C", "C", "C", "H", "O", "C", "H", "H", "C", "C", "N", "C", "H", "C", "Mn", "C", "C", "H", "C", "C", "C", "C", "O", "H", "H", "C", "H", "H"],
  "positions_angstrom": [[-2.640808, -2.845772, -3.930027], [3.158664, -1.722103, -1.411406], [1.501565, -3.068080, -0.068502], [-1.090770, -2.718861, 1.042839], [1.903527, -3.948964, -2.006660], [0.054458, -4.277041, -6.542765], [-6.295568, -1.671838, -0.508192], [2.546443, 6.375281, 2.590696], [3.578635, -3.624785, -0.592833], [-0.200807, -1.789751, 1.154731], [1.205176, -0.177559, -4.026057], [-7.024726, -1.768870, 1.506194], [-0.523392, -4.283606, -0.867373], [0.588898, -3.422354, -1.308256], [-4.011319, -0.955875, -0.765151], [2.251292, -6.017339, -2.713874], [1.716649, 1.595579, 0.948188], [1.479582, -3.890138, 1.979841], [-1.968824, -2.567205, 1.672560], [1.630872, -4.177897, 0.944966], [-4.989199, -1.105684, 1.435572], [-4.536372, 1.495618, -2.168464], [-3.556743, -3.062065, -2.425273], [1.686117, -0.644823, 0.245232], [1.207103, -1.150236, -5.946004], [-3.178990, 0.219370, -3.248411], [2.721617, -3.087927, -1.006770], [2.797081, 1.523795, 1.106505], [-7.231641, -1.994685, -0.944806], [-0.080172, -1.836868, -2.164050], [-1.861861, -0.825910, -4.590059], [0.295073, -3.374865, -5.994619], [2.056650, -6.118609, 1.526528], [3.037507, 3.709744, 1.720051], [1.109586, 2.862306, 1.256598], [1.040316, -1.799155, 0.525920], [-4.037878, 1.588829, -5.513753], [-5.218303, -1.375233, -1.325780], [-0.287490, 6.304681, 2.347049], [1.958000, -5.444545, 0.683918], [1.085668, -2.358800, -7.712112], [-4.371478, 2.124866, -6.392527], [-1.834429, 4.528048, 1.600033], [0.091598, 5.338458, 2.040780], [2.776095, -0.632625, -0.741695], [-5.296718, 2.697960, -4.173473], [-2.072751, -4.551287, 0.512614], [1.294507, 1.354869, -2.362240], [-4.904856, -0.982404, 2.507199], [3.152874, 0.340309, -1.028234], [0.937525, -1.069510, -4.584179], [1.063168, 0.560162, 0.557420], [0.420784, 2.488636, -3.984524], [-3.907834, -0.807950, 0.617576], [2.338533, -7.116309, -0.641052], [0.024218, -3.296445, -4.639148], [-2.538713, -0.533977, -1.723524], [-1.783572, -1.969911, -2.186802], [-4.133617, 1.230689, -3.139917], [0.329324, -2.135972, -3.922237], [-2.643820, -0.083304, -4.494184], [-2.979475, -0.438971, 1.044346], [-0.723383, 2.094365, -2.191639], [-0.307391, 3.080722, 1.203880], [3.878580, -1.632921, -2.218006], [-0.414036, -4.149345, -4.134679], [-6.177858, -1.542016, 0.871374], [-3.077750, 0.597054, -5.624531], [0.354869, 1.992553, -2.879419], [1.475582, 5.106845, 2.066379], [-2.095121, -3.989830, -2.695020], [-1.239676, -3.925989, 0.210964], [-0.742404, 0.760445, -0.547367], [2.155804, -6.047654, -0.636428], [-0.766792, 4.355452, 1.629602], [-0.745820, -5.208859, -1.389765], [-2.556313, -3.019557, -2.855948], [2.113854, -5.423139, -1.817328], [0.880159, -2.296623, -6.651079], [-4.561852, 1.909116, -4.266316], [-1.166065, 2.200325, 0.807949], [1.668271, -0.310746, -6.449612], [-2.649160, 0.355829, -6.588676], [1.970060, 3.892545, 1.688298], [-5.319131, -1.447339, -2.402590], [2.021699, -3.680281, -3.052893]],
  "forces_ev_per_angstrom": [[0.0, 0.0, 0.0], [0.1, 0.0, 0.0], [0.1, 0.0, 0.1], [0.0, 0.0, -0.1], [0.0, 0.0, -0.1], [0.0, 0.0, 0.0], [0.0, 0.0, 0.0], [0.0, 0.0, 0.0], [0.0, 0.0, 0.0], [0.0, -0.1, 0.1], [0.0, 0.0, -0.1], [0.0, 0.0, 0.0], [0.0, 0.1, 0.1], [0.0, -0.2, -0.1], [-0.1, 0.0, 0.0], [0.0, 0.0, 0.0], [-0.1, 0.1, 0.2], [0.0, 0.0, 0.0], [0.1, 0.0, 0.0], [0.0, 0.0, 0.0], [0.1, 0.0, 0.0], [0.0, 0.0, 0.0], [0.0, 0.0, 0.0], [0.1, -0.5, -0.3], [0.0, 0.0, 0.0], [-0.1, 0.0, 0.2], [0.0, 0.0, 0.0], [0.0, 0.0, 0.0], [0.0, 0.0, 0.0], [0.4, -0.1, -0.2], [0.0, 0.0, 0.0], [0.0, 0.0, 0.0], [0.0, 0.0, 0.0], [0.0, 0.0, 0.0], [-0.1, -0.1, -0.1], [-0.1, 0.1, 0.1], [0.0, 0.0, 0.1], [0.0, 0.0, 0.0], [0.0, 0.0, 0.0], [0.0, 0.0, 0.0], [0.0, 0.0, 0.0], [0.0, 0.0, 0.0], [0.0, 0.0, 0.0], [0.1, 0.0, 0.0], [0.0, 0.0, 0.0], [0.0, 0.0, 0.0], [0.0, 0.0, 0.0], [0.0, 0.0, 0.0], [0.0, 0.0, 0.0], [0.0, 0.0, 0.0], [0.0, 0.0, 0.0], [-0.1, 0.3, 0.0], [0.0, 0.0, 0.0], [0.0, 0.0, 0.0], [0.0, 0.0, 0.0], [0.0, 0.0, 0.0], [0.0, 0.2, 0.0], [-0.3, -0.4, 0.0], [0.0, 0.0, 0.0], [0.1, 0.1, 0.0], [0.1, 0.0, 0.0], [-0.1, 0.0, 0.1], [-0.1, 0.0, -0.1], [0.1, 0.0, 0.0], [0.0, 0.0, 0.0], [0.0, 0.0, 0.0], [0.0, 0.0, 0.0], [0.0, 0.0, 0.0], [0.0, 0.0, 0.1], [-0.1, 0.0, 0.0], [0.0, 0.0, 0.0], [0.1, -0.1, -0.1], [0.3, 0.6, 0.1], [0.0, 0.0, 0.0], [0.0, 0.0, 0.0], [0.0, 0.0, 0.0], [-0.1, 0.1, 0.0], [0.0, 0.0, 0.0], [0.0, 0.0, 0.0], [0.0, 0.0, -0.1], [0.0, -0.1, 0.0], [0.0, 0.0, 0.0], [0.0, 0.0, 0.0], [0.0, 0.0, 0.0], [0.0, 0.0, 0.0], [0.0, 0.0, 0.0]],
  "lowdin_charge": [0.078, -0.021, -0.302, -0.136, -0.177, 0.104, -0.073, 0.636, 0.158, 0.124, 0.079, 0.106, -0.096, -0.339, -0.348, 0.107, -0.051, 0.125, 0.096, -0.007, -0.070, 0.113, 0.073, -0.228, -0.062, -0.339, -0.169, 0.141, 0.106, 1.125, 0.081, -0.076, 0.103, 0.111, -0.124, -0.244, -0.075, -0.096, 0.105, -0.073, 0.104, 0.104, 0.116, -0.097, -0.023, 0.106, 0.108, -0.062, 0.109, 0.108, -0.086, 0.005, 0.054, -0.104, 0.100, -0.111, 0.961, -0.499, -0.090, -0.364, -0.077, 0.085, -0.140, -0.347, 0.121, 0.102, -0.075, -0.065, -0.558, -0.680, 0.058, -0.059, 0.796, -0.082, -0.005, 0.123, -0.120, -0.042, -0.079, -0.071, -0.163, 0.111, 0.107, -0.074, 0.110, 0.120]
}



Sequential max |F| output: 0.0413; 0.0703; 0.0134 Eh/bohr
Sequential energy relative to the best compared isomer or geometry (same formula, charge and spin) output: 29.9; 7.6; 91.2 kcal/mol
Sequential E output: -19129.126; -39432.176; -119619.738 eV